Arrangement a

DFT (ωB97M-V with the def2-TZVPD basis set) results for C3H4S as an isolated structure.

Output
Frontier orbital gap, eV: 9.206
HOMO level, eV: -8.324

```
! RIJCOSX wB97M-V def2-TZVPD def2/J DEFGRID3
* xyz 0 1
C -0.296 0.444 -0.039
C 0.218 -0.917 0.106
C 0.800 1.255 -0.057
S 1.958 -0.154 -0.061
H -1.376 0.529 -0.146
H 0.118 -1.741 -0.635
H 1.132 2.305 0.088
H 0.355 -1.238 1.119
*
```



Arrangement b

DFT (ωB97M-V with the def2-TZVPD basis set) results for one molecule with the formula C3H4S.

Output
Frontier orbital gap, eV: 7.913
SMILES: C=CC=S
HOMO level, eV: -8.801

```
! RIJCOSX wB97M-V def2-TZVPD def2/J DEFGRID3
* xyz 0 1
C -0.966 -0.825 -0.009
C -0.349 0.368 -0.024
C 1.084 0.621 -0.021
S 2.293 -0.457 -0.005
H -2.053 -0.861 0.075
H -0.370 -1.753 -0.056
H -0.978 1.238 -0.003
H 1.339 1.670 0.043
*
```



Most stable one: arrangement b, least stable one: arrangement a.



Arrangement a

DFT (ωB97M-V with the def2-TZVPD basis set) results for a 2-piece molecular cluster, C3H4S overall.

Output
Frontier orbital gap, eV: 10.141
SMILES: C1=CC=1.S
HOMO level, eV: -9.352

```
! RIJCOSX wB97M-V def2-TZVPD def2/J DEFGRID3
* xyz 0 1
C -0.924 0.389 0.882
C -1.911 0.297 -0.157
C -0.866 -0.523 -0.177
H -2.783 0.393 -0.720
H -0.368 -1.290 -0.711
S 2.626 0.254 -0.191
H 1.321 0.271 0.031
H 2.904 0.208 1.043
*
```



Arrangement b

DFT (ωB97M-V with the def2-TZVPD basis set) results for C3H4S as an isolated structure.

Output
Frontier orbital gap, eV: 9.097
HOMO level, eV: -8.578

```
! RIJCOSX wB97M-V def2-TZVPD def2/J DEFGRID3
* xyz 0 1
C 0.575 -0.451 0.070
C -0.620 -1.030 -0.105
C 0.112 0.896 0.207
S -1.652 0.397 -0.057
H 1.579 -0.944 0.244
H -0.897 -2.098 -0.107
H 0.503 1.561 0.977
H 0.401 1.668 -1.229
*
```



Most stable one: arrangement b, least stable one: arrangement a.



Arrangement a

DFT (ωB97M-V with the def2-TZVPD basis set) results for a 2-piece molecular cluster, C4H12NO3 overall.

Output
Frontier orbital gap, eV: 7.314
HOMO level, eV: -3.548

```
! RIJCOSX wB97M-V def2-TZVPD def2/J DEFGRID3
* xyz -1 1
C 0.397 0.378 1.490
N -0.681 0.181 0.578
C -0.241 0.204 -0.962
C 0.866 1.196 -1.541
O 2.098 1.021 -0.897
C 0.118 -1.118 -1.312
O 1.523 -1.368 -0.909
H 0.852 -0.342 2.229
H 1.252 0.578 0.804
H 0.004 1.176 2.157
H -1.086 -0.866 0.677
H -1.192 0.680 -1.401
H 1.045 0.823 -2.494
H 0.519 2.113 -1.296
H 2.175 -0.349 -0.837
H -0.244 -2.077 -1.205
H 0.332 -1.214 -2.399
H -1.898 -0.036 2.501
H -3.236 -0.324 2.098
O -2.603 -0.656 2.720
*
```



Arrangement b

DFT (ωB97M-V with the def2-TZVPD basis set) results for a 2-piece molecular cluster, C4H12NO3 overall.

Output
Frontier orbital gap, eV: 7.363
HOMO level, eV: -3.442

```
! RIJCOSX wB97M-V def2-TZVPD def2/J DEFGRID3
* xyz -1 1
C -1.037 -0.904 1.269
O -0.703 -0.747 2.656
C 0.126 -0.504 0.372
C 0.237 1.077 0.351
C -0.811 1.715 -0.609
O 0.030 1.503 1.615
N 0.018 -1.020 -0.987
H -1.921 -0.307 1.063
H -1.170 -1.991 1.219
H 1.065 -0.831 0.824
H 1.200 1.293 -0.190
H -0.669 1.468 -1.664
H -1.831 1.484 -0.306
H -0.640 2.788 -0.503
H -0.303 0.168 2.595
H -0.663 -0.555 -1.570
H -0.150 -2.012 -1.112
H 2.138 -1.617 -1.637
H 2.317 -0.095 -1.588
O 2.766 -0.914 -1.801
*
```



Most stable one: arrangement b, least stable one: arrangement a.



Arrangement a

DFT (ωB97M-V with the def2-TZVPD basis set) results for a 2-piece molecular cluster, C3H12N2O overall.

Output
Frontier orbital gap, eV: 9.535
SMILES: NCCCN.O
HOMO level, eV: -8.660

```
! RIJCOSX wB97M-V def2-TZVPD def2/J DEFGRID3
* xyz 0 1
N 0.166 0.923 1.498
C 0.516 -0.040 0.432
C -0.236 -1.366 0.581
C 0.276 -2.417 -0.381
N 0.378 -3.759 0.268
H -0.240 1.751 1.054
H 1.024 1.415 1.763
H 0.252 0.348 -0.562
H 1.612 -0.094 0.398
H -1.264 -1.026 0.406
H -0.256 -1.624 1.639
H -0.245 -2.527 -1.329
H 1.330 -2.214 -0.580
H 1.197 -4.248 -0.043
H 0.210 -3.854 1.260
O -1.240 6.119 -2.154
H -1.950 5.894 -2.772
H -1.529 6.719 -1.478
*
```



Arrangement b

DFT (ωB97M-V with the def2-TZVPD basis set) results for a 2-piece molecular cluster, C3H12N2O overall.

Output
Frontier orbital gap, eV: 9.961
SMILES: CNCCN.O
HOMO level, eV: -8.990

```
! RIJCOSX wB97M-V def2-TZVPD def2/J DEFGRID3
* xyz 0 1
C 0.080 -2.288 0.191
N -0.294 -0.882 0.038
C 0.664 -0.057 0.783
C 0.237 1.386 0.975
N -0.009 1.992 -0.326
H -0.121 -2.864 -0.710
H -0.381 -2.729 1.076
H 1.163 -2.398 0.289
H -1.215 -0.761 0.441
H 0.927 -0.526 1.736
H 1.600 0.017 0.213
H -0.689 1.458 1.544
H 1.033 1.878 1.547
H 0.734 1.763 -0.975
H -0.117 2.992 -0.256
O -1.104 0.060 -2.496
H -0.714 0.211 -1.607
H -1.792 0.747 -2.463
*
```



Arrangement c

DFT (ωB97M-V with the def2-TZVPD basis set) results for a 2-piece molecular cluster, C3H12N2O overall.

Output
Frontier orbital gap, eV: 9.954
SMILES: NCCCN.O
HOMO level, eV: -9.174

```
! RIJCOSX wB97M-V def2-TZVPD def2/J DEFGRID3
* xyz 0 1
N 0.835 0.861 -1.694
C -0.460 0.214 -1.285
C -0.053 -0.580 -0.035
C -1.352 -0.720 0.872
N -0.900 -1.609 2.053
H 0.720 1.254 -2.620
H 1.478 0.065 -1.990
H -1.043 -0.472 -1.930
H -1.137 1.002 -1.049
H 0.266 -1.612 -0.245
H 0.600 -0.081 0.727
H -2.278 -1.316 0.568
H -1.721 0.214 1.292
H -0.217 -2.169 1.651
H -0.422 -0.998 2.881
O 2.263 2.024 0.458
H 1.952 1.543 -0.410
H 1.470 2.381 0.755
*
```



Most stable one: arrangement b, least stable one: arrangement c.



Arrangement a

DFT (ωB97M-V with the def2-TZVPD basis set) results for a 2-piece molecular cluster, C3H12N2O overall.

Output
Frontier orbital gap, eV: 10.328
SMILES: CCO.NCN
HOMO level, eV: -9.273

```
! RIJCOSX wB97M-V def2-TZVPD def2/J DEFGRID3
* xyz 0 1
C 5.751 0.626 -1.951
C 6.030 -0.851 -2.294
O 4.998 -1.741 -2.791
H 5.882 1.185 -2.873
H 4.749 0.792 -1.543
H 6.524 0.921 -1.245
H 6.233 -1.345 -1.337
H 6.816 -0.929 -3.044
H 4.271 -1.774 -2.150
N -4.784 -0.360 2.350
C -5.891 0.496 2.736
N -6.027 1.732 1.964
H -4.792 -0.601 1.364
H -3.975 0.265 2.368
H -6.786 -0.116 2.642
H -5.781 0.823 3.771
H -6.639 2.423 2.382
H -6.309 1.735 0.990
*
```



Arrangement b

DFT (ωB97M-V with the def2-TZVPD basis set) results for a 2-piece molecular cluster, C3H12N2O overall.

Output
Frontier orbital gap, eV: 8.959
SMILES: CCNCN.O
HOMO level, eV: -8.501

```
! RIJCOSX wB97M-V def2-TZVPD def2/J DEFGRID3
* xyz 0 1
C 1.890 -0.053 -1.508
C 1.593 0.291 -0.002
N 0.251 1.009 0.019
C -0.932 0.586 -0.898
N -1.755 -0.677 -0.550
H 1.457 0.602 -2.379
H 1.352 -1.027 -1.785
H 2.934 -0.350 -1.622
H 1.458 -0.659 0.574
H 2.247 0.941 0.466
H 0.020 0.836 1.047
H -0.526 0.554 -1.915
H -1.603 1.478 -0.943
H -1.335 -0.851 0.369
H -1.501 -1.425 -1.116
O -0.935 -0.700 2.439
H -1.065 -0.117 3.208
H -0.736 -1.650 2.742
*
```



Arrangement c

DFT (ωB97M-V with the def2-TZVPD basis set) results for C3H12N2O as an isolated structure.

Output
Frontier orbital gap, eV: 8.530
HOMO level, eV: -9.123

```
! RIJCOSX wB97M-V def2-TZVPD def2/J DEFGRID3
* xyz 0 1
N 0.018 -0.215 -1.467
C 0.582 -0.583 0.382
C 1.894 -1.387 0.526
C 0.369 0.655 1.256
N -0.213 1.887 0.527
H 0.158 0.397 -2.222
H -0.216 -1.215 0.467
H 0.781 0.010 -0.636
H 1.568 -2.460 0.838
H 2.664 -0.801 1.257
H 2.311 -1.489 -0.507
H -0.245 0.405 2.077
H 1.380 0.962 1.761
H -0.308 1.703 -0.474
H 0.285 2.736 0.663
H -1.471 -0.225 -1.117
H -2.594 -1.224 -0.685
O -2.502 -0.327 -0.978
*
```



Arrangement d

DFT (ωB97M-V with the def2-TZVPD basis set) results for a 2-piece molecular cluster, C3H12N2O overall.

Output
Frontier orbital gap, eV: 10.290
SMILES: CCO.NCN
HOMO level, eV: -9.496

```
! RIJCOSX wB97M-V def2-TZVPD def2/J DEFGRID3
* xyz 0 1
C -2.382 -0.642 1.039
C -2.128 -1.283 2.382
O -3.203 -0.905 3.192
H -3.422 -0.435 0.696
H -1.826 -1.208 0.228
H -1.972 0.374 1.015
H -1.988 -2.400 2.234
H -1.154 -0.822 2.648
H -2.968 -0.856 4.137
N 3.139 1.248 -1.360
C 1.764 0.778 -1.692
N 1.837 0.308 -3.196
H 3.364 2.266 -1.734
H 3.284 1.284 -0.362
H 1.153 1.636 -1.438
H 1.519 -0.139 -1.079
H 2.667 -0.224 -3.149
H 2.315 1.019 -3.560
*
```



Most stable one: arrangement a, least stable one: arrangement c.